Formula: C90H220N16O19
Source: the OMol25 dataset
Level of theory: wB97M-V/def2-TZVPD

As for the multiplicity: 1. As for the total charge: 0. Its energy is -159615.94280 eV. For the LUMO energy, the calculation gives 0.403 eV. For the HOMO-LUMO gap, the calculation gives 7.854 eV.

Last column: Löwdin charge in e.
Cartesian coordinates (Å):
C  -6.214  0.464  1.795  -0.0616
C  -5.681  1.879  2.104  -0.3542
C  -5.008  1.873  3.498  -0.2416
O  -4.971  3.182  3.941  -0.1883
C  -4.270  3.514  5.170  -0.0636
N  -4.613  2.210  1.135  0.0487
H  -5.500  -0.360  1.799  0.0578
H  -6.746  0.468  0.844  0.0724
H  -6.935  0.165  2.556  0.0693
H  -6.455  2.646  2.067  0.1402
H  -3.967  1.553  3.455  0.1121
H  -5.510  1.216  4.208  0.1098
H  -4.195  2.660  5.843  0.0788
H  -4.665  4.396  5.674  0.0809
H  -3.216  3.717  4.980  0.0666
H  -3.683  1.833  1.253  0.0278
H  -4.443  3.205  1.112  0.0580
C  3.410  -5.894  2.656  -0.0661
C  2.997  -4.487  2.867  -0.4620
C  2.743  -4.048  4.359  -0.1556
O  2.620  -2.648  4.492  -0.1888
C  2.276  -2.264  5.775  -0.1071
N  3.940  -3.687  2.146  0.0639
H  3.479  -6.170  1.604  0.0767
H  2.603  -6.512  3.048  0.0777
H  4.318  -5.988  3.252  0.0878
H  2.084  -4.370  2.283  0.1099
H  3.715  -4.354  4.745  0.1259
H  1.926  -4.692  4.682  0.1230
H  1.478  -2.889  6.176  0.0895
H  2.098  -1.213  6.003  0.0584
H  3.205  -2.480  6.304  0.0943
H  3.932  -3.828  1.146  0.0241
H  3.587  -2.764  2.353  0.0455
C  -0.658  6.092  5.466  -0.0668
C  -1.389  6.958  4.349  -0.3896
C  -2.842  7.375  4.631  -0.1904
O  -2.873  8.391  5.642  -0.1954
C  -4.246  8.767  5.907  -0.0959
N  -0.495  8.072  3.995  0.0374
H  -1.158  5.150  5.692  0.0448
H  -0.641  6.635  6.411  0.0710
H  0.341  5.847  5.104  0.0344
H  -1.412  6.223  3.545  0.1190
H  -3.390  6.467  4.881  0.1058
H  -3.295  7.900  3.790  0.1207
H  -4.307  9.673  6.511  0.0851
H  -4.711  7.932  6.431  0.0801
H  -4.878  8.927  5.033  0.0796
H  0.470  7.796  3.887  0.0496
H  -0.615  8.886  4.581  0.0651
C  10.100  3.093  -1.671  -0.0596
C  9.481  3.003  -3.121  -0.3765
C  8.098  2.173  -2.997  -0.1718
O  7.032  2.975  -2.481  -0.2028
C  5.825  2.758  -3.252  -0.0715
N  9.386  4.301  -3.748  0.0247
H  9.415  3.660  -1.040  0.0739
H  11.047  3.625  -1.577  0.0605
H  10.311  2.129  -1.208  0.0541
H  10.008  2.394  -3.856  0.1153
H  8.114  1.276  -2.379  0.1049
H  7.870  1.824  -4.004  0.0993
H  5.418  1.765  -3.064  0.0634
H  6.025  2.850  -4.319  0.0746
H  5.082  3.500  -2.958  0.0823
H  10.100  4.979  -3.524  0.0692
H  8.486  4.717  -3.556  0.0628
C  -7.972  7.178  -0.510  -0.0471
C  -8.279  5.825  -1.259  -0.4415
C  -7.179  4.800  -1.000  -0.1828
O  -6.039  5.238  -1.791  -0.1935
C  -4.855  4.498  -1.529  -0.1115
N  -9.605  5.298  -0.925  0.0328
H  -8.774  7.916  -0.543  0.0631
H  -7.050  7.593  -0.918  0.0768
H  -8.037  6.875  0.535  0.0717
H  -8.174  6.089  -2.311  0.1242
H  -7.540  3.896  -1.490  0.1225
H  -7.031  4.701  0.076  0.1239
H  -4.429  4.427  -2.530  0.0658
H  -5.072  3.479  -1.210  0.0561
H  -4.222  4.888  -0.731  0.0884
H  -9.912  4.503  -1.468  0.0655
H  -10.286  6.036  -1.030  0.0643
C  3.431  -5.734  -2.887  -0.0664
C  4.059  -4.437  -2.218  -0.3392
C  3.659  -3.107  -3.030  -0.1589
O  4.516  -2.004  -2.664  -0.2364
C  4.911  -1.184  -3.784  -0.0692
N  3.739  -4.357  -0.760  0.0480
H  3.642  -5.816  -3.953  0.0690
H  2.353  -5.878  -2.806  0.0558
H  3.814  -6.598  -2.344  0.0692
H  5.093  -4.765  -2.319  0.1260
H  2.609  -2.881  -2.844  0.0948
H  3.702  -3.384  -4.083  0.1124
H  5.631  -1.709  -4.412  0.0969
H  5.446  -0.315  -3.400  0.0602
H  3.949  -0.816  -4.143  0.0872
H  4.157  -3.463  -0.547  0.0506
H  2.748  -4.211  -0.628  0.0650
C  -1.899  5.314  -4.962  -0.0476
C  -1.437  3.856  -4.930  -0.4881
C  -1.776  3.212  -3.582  -0.1925
O  -1.838  1.784  -3.659  -0.2253
C  -3.119  1.226  -3.223  -0.0426
N  -2.147  3.149  -5.884  0.0511
H  -1.386  5.779  -4.121  0.0776
H  -2.954  5.319  -4.688  0.0714
H  -1.737  5.846  -5.899  0.0843
H  -0.362  3.726  -5.049  0.1354
H  -2.763  3.589  -3.314  0.0835
H  -1.032  3.505  -2.842  0.1251
H  -3.069  0.163  -2.989  0.0643
H  -3.835  1.526  -3.988  0.0932
H  -3.372  1.685  -2.267  0.0724
H  -2.251  2.270  -5.398  0.0511
H  -3.011  3.646  -6.051  0.0761
C  -0.106  -5.474  0.765  -0.0768
C  -1.226  -5.640  -0.245  -0.3631
C  -1.520  -7.116  -0.634  -0.2242
O  -2.687  -7.122  -1.361  -0.1927
C  -2.963  -8.404  -1.761  -0.1251
N  -2.462  -5.212  0.510  0.0810
H  -0.207  -6.089  1.660  0.0832
H  0.107  -4.425  0.972  0.0484
H  0.801  -5.823  0.271  0.0673
H  -0.987  -5.095  -1.158  0.1143
H  -1.536  -7.767  0.240  0.1375
H  -0.690  -7.302  -1.315  0.1274
H  -3.312  -8.862  -0.836  0.0917
H  -2.077  -8.854  -2.210  0.0937
H  -3.830  -8.644  -2.377  0.0893
H  -2.641  -4.222  0.420  0.0432
H  -3.247  -5.797  0.264  0.0331
C  2.513  1.634  5.175  -0.0629
C  1.169  2.179  5.572  -0.4271
C  0.752  2.163  7.052  -0.1407
O  0.682  0.790  7.593  -0.1998
C  -0.385  -0.009  7.036  -0.1035
N  1.302  3.552  5.106  0.0263
H  2.518  0.666  5.675  0.0488
H  3.350  2.123  5.671  0.0887
H  2.664  1.585  4.096  0.0732
H  0.386  1.591  5.093  0.1196
H  -0.239  2.604  7.157  0.1124
H  1.402  2.775  7.678  0.1245
H  -0.235  -0.281  5.991  0.0530
H  -1.307  0.573  7.073  0.0851
H  -0.312  -0.980  7.526  0.0932
H  1.955  4.049  5.696  0.0769
H  1.645  3.745  4.175  0.0635
C  -5.953  -5.992  0.490  -0.0745
O  -7.287  -6.230  -0.130  -0.2155
C  -7.277  -7.351  -1.090  -0.2004
C  -8.692  -7.760  -1.529  -0.2008
N  -8.572  -8.819  -2.537  -0.0788
C  -9.847  -9.379  -2.999  -0.2056
C  -10.801  -8.440  -3.697  -0.2102
O  -11.958  -8.132  -2.898  -0.2067
C  -12.998  -9.087  -2.964  -0.1086
H  -5.101  -6.246  -0.140  0.0526
H  -5.818  -6.586  1.394  0.0804
H  -6.013  -4.926  0.708  0.0814
H  -6.840  -8.196  -0.558  0.1165
H  -6.644  -6.994  -1.903  0.1161
H  -9.195  -6.858  -1.877  0.1189
H  -9.081  -8.207  -0.615  0.1257
H  -7.978  -8.461  -3.271  0.1008
H  -10.223  -9.797  -2.066  0.1194
H  -9.736  -10.160  -3.752  0.1124
H  -11.091  -8.874  -4.654  0.1090
H  -10.275  -7.511  -3.920  0.1187
H  -13.254  -9.234  -4.013  0.0877
H  -13.835  -8.784  -2.336  0.0874
H  -12.640  -9.978  -2.447  0.0791
C  -4.433  -2.955  -1.833  -0.1182
O  -3.531  -3.657  -2.627  -0.2067
C  -2.708  -2.826  -3.486  -0.1770
C  -1.636  -3.818  -4.059  -0.1404
N  -0.325  -3.094  -4.153  -0.0558
C  -0.210  -1.764  -4.788  -0.1860
C  -0.522  -1.822  -6.255  -0.2456
O  -1.819  -2.286  -6.527  -0.1945
C  -2.271  -2.315  -7.890  -0.0739
H  -5.031  -2.244  -2.403  0.0908
H  -3.884  -2.560  -0.979  0.0609
H  -5.215  -3.671  -1.580  0.0824
H  -2.319  -2.031  -2.849  0.0911
H  -3.194  -2.367  -4.347  0.1119
H  -1.938  -4.450  -4.894  0.1124
H  -1.466  -4.537  -3.257  0.0876
H  0.331  -3.272  -3.406  0.0728
H  0.766  -1.326  -4.583  0.1081
H  -0.910  -1.102  -4.277  0.0952
H  0.291  -2.281  -6.820  0.1160
H  -0.401  -0.829  -6.687  0.1133
H  -1.981  -3.305  -8.241  0.0825
H  -1.906  -1.598  -8.625  0.0866
H  -3.360  -2.347  -7.862  0.0852
C  6.082  1.115  -7.268  -0.1030
O  4.801  1.020  -6.691  -0.1978
C  4.016  0.054  -7.423  -0.2413
C  2.594  0.305  -7.346  -0.2351
N  2.120  1.535  -7.982  -0.0415
C  2.525  1.717  -9.415  -0.1469
C  2.050  0.563  -10.409  -0.2186
O  2.504  -0.779  -10.260  -0.1834
C  3.866  -0.855  -10.808  -0.0990
H  6.415  1.908  -6.598  0.0837
H  5.969  1.382  -8.319  0.0838
H  6.631  0.177  -7.194  0.0896
H  4.175  -0.778  -6.737  0.1161
H  4.355  -0.310  -8.392  0.1011
H  2.228  0.445  -6.329  0.1169
H  2.035  -0.609  -7.550  0.1112
H  2.552  2.311  -7.501  0.0959
H  3.603  1.552  -9.409  0.0751
H  2.277  2.704  -9.805  0.1162
H  2.027  0.893  -11.448  0.1118
H  0.974  0.419  -10.307  0.1126
H  4.366  -1.729  -10.392  0.0926
H  4.462  0.057  -10.759  0.0717
H  3.871  -0.800  -11.896  0.0804
C  -0.578  -1.273  2.553  0.0019
C  -0.888  -0.571  1.199  -0.4090
C  -1.111  1.008  1.299  -0.1087
C  0.216  1.823  1.410  -0.1810
C  1.064  1.518  0.160  -0.1044
C  1.375  -0.036  0.012  -0.4202
N  0.103  -0.863  0.153  -0.1214
O  0.247  -2.191  -0.179  -0.0111
C  2.035  -0.302  -1.354  -0.0266
C  2.434  -0.453  0.992  -0.0420
C  -2.283  -1.094  0.635  -0.0191
H  -0.603  -2.352  2.398  0.0628
H  -1.278  -0.976  3.333  0.0679
H  0.397  -1.006  2.962  0.0742
H  -1.628  1.400  0.423  0.1014
H  -1.724  1.416  2.102  0.0959
H  0.739  1.630  2.347  0.0827
H  0.070  2.897  1.528  0.0987
H  1.943  2.151  0.279  0.1125
H  0.410  1.782  -0.671  0.1129
H  2.271  0.642  -1.844  0.0800
H  3.045  -0.705  -1.277  0.0572
H  1.468  -0.828  -2.121  0.0673
H  2.245  0.090  1.918  0.0654
H  2.485  -1.505  1.273  0.0690
H  3.463  -0.319  0.657  0.0843
H  -3.131  -0.574  1.081  0.0687
H  -2.305  -2.183  0.688  0.0498
H  -2.389  -0.909  -0.434  0.0656
H  -0.515  -2.340  -0.744  0.0852
C  -1.595  -5.116  5.753  -0.0413
C  -2.842  -4.504  5.149  -0.4863
C  -3.943  -5.504  5.643  -0.1133
C  -5.428  -5.040  5.556  -0.1748
C  -5.550  -3.733  6.358  -0.1527
C  -4.523  -2.577  5.960  -0.3782
N  -3.131  -3.196  5.789  -0.1000
O  -2.128  -2.223  5.476  -0.0275
C  -5.075  -1.854  4.627  -0.0331
C  -4.587  -1.474  7.127  -0.0349
C  -2.764  -4.297  3.637  -0.0247
H  -0.689  -4.807  5.231  0.0684
H  -1.649  -6.203  5.700  0.0837
H  -1.429  -4.887  6.806  0.0947
H  -4.119  -6.298  4.918  0.1099
H  -3.702  -6.015  6.575  0.1178
H  -6.237  -5.637  5.978  0.1102
H  -5.796  -4.799  4.559  0.0964
H  -5.664  -3.918  7.427  0.1112
H  -6.532  -3.328  6.117  0.1034
H  -6.001  -1.293  4.752  0.0733
H  -4.351  -1.181  4.169  0.0563
H  -5.215  -2.677  3.927  0.0546
H  -3.972  -1.816  7.959  0.0728
H  -3.992  -0.580  6.939  0.0524
H  -5.604  -1.200  7.410  0.0775
H  -2.335  -5.242  3.303  0.0745
H  -1.994  -3.596  3.312  0.0552
H  -3.703  -4.149  3.104  0.0781
H  -2.373  -2.166  4.550  0.0290
C  7.178  -1.714  -0.485  -0.0415
C  7.969  -1.288  0.755  -0.5020
C  8.146  0.245  0.558  -0.1284
C  8.240  0.990  1.949  -0.1374
C  7.086  0.532  2.942  -0.1205
C  7.163  -0.988  3.244  -0.4449
N  7.172  -1.696  1.917  -0.0976
O  7.072  -3.139  1.967  -0.0313
C  8.464  -1.384  4.106  -0.0182
C  5.809  -1.284  3.892  -0.0474
C  9.354  -1.940  0.921  -0.0288
H  7.108  -2.790  -0.640  0.0799
H  7.681  -1.365  -1.388  0.0767
H  6.222  -1.195  -0.418  0.0776
H  9.126  0.500  0.155  0.0931
H  7.386  0.708  -0.071  0.1006
H  7.975  1.998  1.631  0.0939
H  9.255  0.912  2.338  0.0997
H  6.096  0.890  2.660  0.1063
H  7.289  1.035  3.887  0.1087
H  8.350  -1.012  5.125  0.0643
H  8.659  -2.455  4.175  0.0757
H  9.437  -0.932  3.914  0.0569
H  5.679  -2.366  3.899  0.0644
H  5.780  -0.932  4.923  0.0871
H  4.966  -0.890  3.323  0.0719
H  9.258  -3.020  0.814  0.0782
H  9.889  -1.659  1.829  0.0701
H  10.035  -1.714  0.101  0.0748
H  6.140  -3.367  1.930  0.0435
C  1.992  10.203  -0.102  -0.0584
C  3.070  9.116  0.080  -0.4933
C  3.771  9.393  1.491  -0.1195
C  4.711  8.200  1.820  -0.1678
C  3.746  6.979  2.035  -0.1314
C  3.055  6.495  0.697  -0.3958
N  2.425  7.817  0.147  -0.1012
O  1.621  7.541  -0.972  -0.0189
C  4.117  5.763  -0.180  -0.0460
C  1.991  5.356  1.067  -0.0324
C  4.076  9.363  -1.110  -0.0209
H  1.187  9.989  0.602  0.0799
H  1.399  10.123  -1.013  0.0772
H  2.272  11.213  0.199  0.0904
H  4.362  10.303  1.394  0.1057
H  3.063  9.545  2.305  0.1118
H  5.336  8.496  2.663  0.1028
H  5.451  7.941  1.063  0.0958
H  3.001  7.110  2.820  0.1029
H  4.536  6.276  2.297  0.1062
H  3.676  5.363  -1.093  0.0706
H  4.939  6.415  -0.475  0.0647
H  4.444  4.780  0.158  0.0799
H  2.539  4.527  1.517  0.0669
H  1.234  5.657  1.790  0.0685
H  1.633  5.059  0.081  0.0708
H  4.467  10.379  -1.049  0.0817
H  3.526  9.309  -2.050  0.0723
H  4.776  8.532  -1.183  0.0611
H  0.902  8.143  -0.768  0.0827